No. 1
{
  "formula": "C29H32BaN4OS",
  "method": "ωB97M-V with the def2-TZVPD basis set",
  "de_lowest_kcal_mol": 15.45,
  "elements": ["Ba", "C", "C", "C", "C", "C", "C", "C", "C", "C", "C", "C", "C", "C", "C", "H", "H", "H", "H", "H", "H", "H", "H", "H", "H", "H", "N", "C", "N", "C", "C", "C", "C", "C", "C", "S", "H", "H", "H", "H", "H", "H", "C", "C", "N", "C", "C", "N", "C", "C", "H", "H", "H", "H", "H", "H", "H", "H", "H", "H", "H", "H", "C", "C", "O", "H", "H", "H"],
  "xyz": [[1.2529, -1.0083, 0.3531], [0.0445, 0.2006, -7.0672], [1.1536, 0.8120, -6.5067], [1.3390, 0.7883, -5.1398], [0.4155, 0.1696, -4.2935], [-0.7221, -0.3950, -4.8700], [-0.8994, -0.3829, -6.2398], [0.7517, 0.0691, -2.8732], [-0.0268, -0.2358, -1.8302], [-1.4604, -0.4035, -1.8911], [-2.0338, -1.6734, -1.7224], [-3.4022, -1.8379, -1.6876], [-4.2427, -0.7381, -1.7986], [-3.6949, 0.5275, -1.9530], [-2.3251, 0.6955, -2.0017], [-0.0844, 0.1820, -8.1391], [1.8798, 1.2971, -7.1431], [2.2191, 1.2464, -4.7073], [-1.4558, -0.8704, -4.2394], [-1.7767, -0.8435, -6.6703], [1.8140, 0.2417, -2.6930], [-1.3677, -2.5315, -1.6284], [-3.8291, -2.8259, -1.5601], [-5.3137, -0.8770, -1.7637], [-4.3449, 1.3907, -2.0238], [-1.9039, 1.6864, -2.1180], [4.7840, 1.4771, 0.0490], [3.9041, 2.2926, 0.6472], [2.6538, 2.0283, 0.8030], [1.9814, 3.0709, 1.3844], [0.6204, 3.1096, 1.6641], [0.0919, 4.2293, 2.2767], [0.8956, 5.3153, 2.6094], [2.2492, 5.3087, 2.3214], [2.7800, 4.1871, 1.7123], [4.4347, 3.8851, 1.2365], [4.4773, 0.5452, -0.1913], [5.7672, 1.6719, 0.1054], [-0.0001, 2.2708, 1.3809], [-0.9647, 4.2673, 2.4980], [0.4602, 6.1755, 3.0959], [2.8758, 6.1543, 2.5618], [-0.1347, -1.1466, 4.1499], [-1.1701, -1.4954, 5.2440], [-2.4361, -1.8690, 4.6298], [-2.2460, -3.0448, 3.7923], [-1.1673, -2.7541, 2.7231], [-0.7298, -1.3592, 2.8297], [-1.8891, -0.4744, 2.6833], [-2.9154, -0.7723, 3.8010], [0.7555, -1.7772, 4.2288], [0.1781, -0.0999, 4.2130], [-1.3559, -0.6459, 5.9031], [-0.8341, -2.3320, 5.8589], [-3.2077, -3.2867, 3.3348], [-1.9581, -3.8795, 4.4339], [-1.5588, -2.9142, 1.7133], [-0.2911, -3.3975, 2.8581], [-2.3174, -0.6346, 1.6902], [-1.5368, 0.5601, 2.7364], [-3.8836, -1.0643, 3.3909], [-3.0683, 0.0960, 4.4441], [3.8927, -3.0718, -1.5459], [3.2184, -2.6202, -0.2500], [3.5097, -3.2005, 0.7886], [4.4924, -3.9718, -1.3933], [4.5297, -2.2624, -1.9054], [3.1265, -3.2546, -2.2993]],
  "mulliken_charge": [1.4452, -0.4129, -0.5669, -0.5411, 0.7036, -0.0864, -0.7714, -0.3230, -2.5278, 1.1954, -0.0180, -0.7937, -0.5093, -0.6395, 0.0235, 0.3788, 0.3656, 0.3718, 0.4260, 0.3919, 0.1283, 0.5533, 0.4173, 0.3822, 0.3796, 0.4577, -0.3711, 0.5438, -0.0389, -0.5265, -0.2414, -0.6361, -0.4726, -0.5062, 0.7550, -0.3084, 0.0861, 0.2204, 0.4260, 0.4063, 0.3704, 0.3930, -0.6742, -0.6752, -0.1581, -0.7699, -0.5107, 0.1729, -0.0110, -0.9516, 0.4241, 0.3089, 0.3449, 0.2787, 0.3436, 0.3110, 0.2283, 0.4764, 0.1593, 0.1309, 0.3654, 0.3353, -1.1750, 0.3907, -0.6408, 0.3048, 0.2265, 0.2346]
}

---

No. 2
{
  "formula": "C14H28BO6",
  "method": "ωB97M-V with the def2-TZVPD basis set",
  "charge": -1,
  "elements": ["C", "C", "C", "O", "C", "B", "O", "C", "C", "C", "C", "C", "O", "C", "C", "O", "C", "C", "O", "C", "O", "H", "H", "H", "H", "H", "H", "H", "H", "H", "H", "H", "H", "H", "H", "H", "H", "H", "H", "H", "H", "H", "H", "H", "H", "H", "H", "H", "H"],
  "xyz": [[2.3097, 5.0786, 0.4568], [2.2382, 3.7530, 1.2227], [1.9010, 2.6096, 0.2692], [0.6376, 2.8141, -0.2676], [0.3429, 1.8984, -1.3593], [-0.3839, 0.5108, -0.8980], [-0.2119, 0.1025, 0.5342], [-1.4114, -0.5161, 0.8933], [-1.2339, -1.7639, 1.7572], [-0.9961, -3.0874, 1.0235], [-0.0353, -3.0110, -0.1605], [1.4278, -2.9940, 0.2819], [2.0910, -1.8144, -0.1916], [3.3075, -1.5780, 0.3224], [4.2752, -0.9905, -0.6783], [3.6302, -1.7752, 1.4910], [-2.3794, -0.5800, -0.3088], [-3.7835, -0.0420, 0.0070], [-4.8105, -0.9944, -0.3293], [-5.3563, -0.7312, -1.5994], [-1.8120, 0.3305, -1.2300], [2.7766, 4.9068, -0.5118], [1.2968, 5.4060, 0.2354], [2.8444, 5.8491, 1.0061], [1.4777, 3.7833, 1.9982], [3.2224, 3.5261, 1.6333], [1.9586, 1.6658, 0.8250], [2.6810, 2.5902, -0.5069], [1.2930, 1.6200, -1.8209], [-0.2194, 2.4422, -2.1228], [0.2208, -0.3806, -1.5771], [-1.9197, 0.1852, 1.5822], [-2.1666, -1.8566, 2.3198], [-0.4519, -1.5764, 2.4893], [-1.9402, -3.5560, 0.7520], [-0.5263, -3.7779, 1.7316], [-0.1822, -3.9072, -0.7656], [-0.2058, -2.1648, -0.8236], [1.9454, -3.8402, -0.1779], [1.5446, -3.1027, 1.3566], [3.9468, -1.2305, -1.6851], [5.2679, -1.3848, -0.4988], [4.2937, 0.0915, -0.5804], [-2.5431, -1.5727, -0.7436], [-3.9289, 0.8443, -0.6048], [-3.9250, 0.2316, 1.0518], [-4.5686, -0.6523, -2.3517], [-5.9271, 0.2015, -1.5939], [-6.0115, -1.5605, -1.8523]],
  "mulliken_charge": [-1.0951, -0.6039, -0.0869, -0.4244, -0.8131, 1.3566, -0.4908, -0.3706, -1.0555, -1.2002, -0.0545, -0.9767, -0.1276, 0.8204, -1.0072, -0.6438, 0.7119, -0.9181, -0.4255, -0.6822, -0.9539, 0.3017, 0.2341, 0.3615, 0.3221, 0.3508, 0.0650, 0.3259, 0.2693, 0.2141, -0.3851, 0.4386, 0.4572, 0.3680, 0.4545, 0.5097, 0.4918, -0.1137, 0.3925, 0.4064, 0.2877, 0.3669, 0.1696, 0.2232, 0.4150, 0.2798, 0.2832, 0.2821, 0.2690]
}

---

No. 3
{
  "formula": "C60H41ClNO10S2",
  "method": "ωB97M-V with the def2-TZVPD basis set",
  "charge": 1,
  "elements": ["C", "C", "N", "C", "S", "Cl", "S", "C", "O", "O", "H", "H", "H", "H", "H", "H", "H", "H", "H", "C", "C", "C", "C", "C", "C", "C", "O", "C", "C", "C", "C", "C", "C", "C", "O", "H", "H", "H", "H", "H", "H", "H", "H", "C", "C", "C", "C", "C", "C", "C", "O", "C", "C", "C", "C", "C", "C", "C", "O", "H", "H", "H", "H", "H", "H", "H", "H", "C", "C", "C", "C", "C", "C", "C", "O", "C", "C", "C", "C", "C", "C", "C", "O", "H", "H", "H", "H", "H", "H", "H", "H", "C", "C", "C", "C", "C", "C", "C", "O", "C", "C", "C", "C", "C", "C", "C", "O", "H", "H", "H", "H", "H", "H", "H", "H"],
  "xyz": [[-0.3987, -2.6143, 4.0957], [-0.4005, -1.0356, 4.0707], [0.2732, -0.4403, 3.1356], [-1.1117, -0.0804, 5.1033], [-2.8518, -0.5195, 5.5249], [-2.9934, -2.4702, 6.2491], [-4.0109, -0.4626, 3.6975], [-5.1290, -1.9205, 3.6983], [-4.8859, 0.7600, 3.7312], [-3.1427, -0.3536, 2.4908], [0.5319, -3.0008, 3.5722], [-0.4280, -3.0711, 5.1271], [-1.2909, -3.0018, 3.5154], [0.6929, -1.1539, 2.5256], [-1.1649, 0.9479, 4.6025], [-0.5179, 0.0840, 6.0621], [-4.5845, -2.9044, 3.8387], [-5.8346, -1.8072, 4.5771], [-5.7614, -2.0005, 2.7704], [2.2656, -7.9442, -1.5387], [1.3357, -8.2799, -2.5197], [0.3105, -7.3983, -2.8390], [0.2048, -6.1813, -2.1690], [1.1229, -5.8556, -1.1685], [2.1604, -6.7355, -0.8631], [0.9935, -4.5882, -0.4152], [1.7962, -4.2994, 0.4570], [-0.1317, -3.6778, -0.7308], [-0.2971, -2.5091, 0.0088], [-1.3408, -1.6402, -0.2848], [-2.2182, -1.9321, -1.3267], [-2.0597, -3.0993, -2.0636], [-1.0211, -3.9796, -1.7604], [-0.8810, -5.2398, -2.5291], [-1.6491, -5.4977, -3.4366], [3.0704, -8.6291, -1.2972], [1.4120, -9.2293, -3.0374], [-0.4074, -7.6623, -3.6071], [2.8838, -6.4815, -0.0969], [0.3849, -2.2760, 0.8177], [-1.4703, -0.7331, 0.2967], [-3.0284, -1.2506, -1.5612], [-2.7477, -3.3247, -2.8706], [3.2458, -1.8005, -2.6771], [3.2784, -0.9640, -3.7904], [4.0372, -1.3123, -4.9004], [4.7763, -2.4941, -4.8964], [4.7624, -3.3195, -3.7719], [3.9864, -2.9753, -2.6666], [5.5816, -4.5544, -3.7339], [5.5660, -5.2771, -2.7532], [6.4250, -4.8897, -4.9046], [7.2448, -6.0166, -4.8626], [8.0293, -6.3465, -5.9605], [7.9916, -5.5580, -7.1079], [7.1807, -4.4314, -7.1524], [6.4027, -4.0891, -6.0473], [5.5684, -2.8658, -6.0926], [5.5374, -2.1734, -7.0931], [2.6456, -1.5324, -1.8140], [2.7098, -0.0408, -3.7930], [4.0554, -0.6608, -5.7666], [3.9613, -3.6198, -1.7946], [7.2761, -6.6361, -3.9735], [8.6700, -7.2204, -5.9237], [8.5990, -5.8204, -7.9669], [7.1586, -3.8184, -8.0461], [-5.8182, 2.5619, 1.2073], [-4.4852, 2.5348, 1.6098], [-3.4870, 2.9546, 0.7396], [-3.8162, 3.3920, -0.5413], [-5.1490, 3.3965, -0.9532], [-6.1510, 2.9910, -0.0716], [-5.5093, 3.8127, -2.3298], [-6.6721, 3.8202, -2.6882], [-4.4293, 4.2105, -3.2627], [-4.7455, 4.5496, -4.5773], [-3.7413, 4.9366, -5.4560], [-2.4188, 4.9954, -5.0232], [-2.0981, 4.6532, -3.7160], [-3.1011, 4.2506, -2.8351], [-2.7438, 3.8539, -1.4541], [-1.5861, 3.9001, -1.0737], [-6.5982, 2.2426, 1.8903], [-4.2239, 2.1889, 2.6012], [-2.4507, 2.9366, 1.0599], [-7.1894, 3.0055, -0.3827], [-5.7734, 4.5090, -4.9193], [-3.9890, 5.1950, -6.4793], [-1.6370, 5.3045, -5.7078], [-1.0666, 4.6961, -3.3856], [0.3268, 3.8935, 1.7882], [0.5853, 2.8936, 2.7238], [0.6236, 3.1999, 4.0773], [0.4150, 4.5097, 4.5031], [0.1808, 5.5160, 3.5660], [0.1258, 5.2028, 2.2074], [0.0064, 6.9225, 4.0017], [-0.2017, 7.8002, 3.1860], [0.0985, 7.2407, 5.4460], [-0.0060, 8.5653, 5.8669], [0.0656, 8.8722, 7.2202], [0.2326, 7.8571, 8.1589], [0.3427, 6.5363, 7.7440], [0.2856, 6.2257, 6.3858], [0.4395, 4.8189, 5.9515], [0.5892, 3.9268, 6.7713], [0.2870, 3.6523, 0.7317], [0.7547, 1.8747, 2.3979], [0.8207, 2.4161, 4.8014], [-0.0697, 5.9789, 1.4762], [-0.1393, 9.3597, 5.1414], [-0.0107, 9.9038, 7.5447], [0.2812, 8.0972, 9.2150], [0.4774, 5.7506, 8.4784]],
  "mulliken_charge": [-1.2887, 0.7106, -0.3438, -0.3090, 0.2689, -0.0481, 1.1752, -1.0598, -0.6172, -0.3968, 0.4251, 0.3594, 0.3180, 0.1336, 0.0481, 0.4706, 0.3814, 0.4521, 0.3648, -0.6364, -0.5078, -0.5177, 0.1571, 0.2176, -0.4956, 0.6122, -0.7083, 0.2387, -0.8358, -0.2271, -0.8144, -0.7732, 0.2774, 0.6049, -0.6608, 0.4228, 0.4202, 0.4827, 0.4712, 0.5427, 0.6075, 0.5389, 0.5040, -0.4330, -0.6315, -0.5427, 0.2586, 0.2904, -0.8204, 0.5441, -0.6878, 0.1986, -0.5126, -0.4850, -0.4683, -0.5613, 0.1567, 0.5900, -0.6603, 0.5268, 0.4254, 0.4749, 0.5993, 0.4630, 0.3989, 0.4036, 0.4684, -0.7232, -0.6904, -0.4967, 0.1002, 0.3667, -0.7642, 0.6088, -0.6651, 0.1477, -0.5845, -0.4955, -0.5497, -0.4586, 0.2292, 0.4882, -0.6726, 0.4599, 0.8282, 0.6502, 0.4845, 0.4733, 0.4056, 0.4148, 0.4763, -0.5556, -0.3244, -1.1708, 0.4097, 0.2940, -0.6822, 0.4352, -0.6500, 0.1759, -0.5222, -0.4816, -0.4819, -0.5665, 0.1707, 0.7146, -0.7092, 0.4752, 0.5162, 0.7084, 0.5163, 0.4756, 0.4033, 0.4003, 0.4552]
}

---

| no. | E_HOMO (eV) |
| --- | --- |
| 1 | -6.37 |
| 2 | -3.67 |
| 3 | -10.91 |